73
Properties=species:S:1:pos:R:3:forces:R:3:lowdin_charge:R:1 method="wB97M-V/def2-TZVPD" lumo_energy_ev=-0.9644 total_energy_ha=-4698.4248 relative_energy_kj_mol=0.0 gap_ev=6.8
Pt 0.957 1.151 0.398 -0.02 0.10 -0.03 1.0735
Cl 1.593 -4.079 5.707 0.00 0.01 0.00 0.6629
C 1.668 -2.991 4.373 0.02 0.01 -0.01 -0.7240
C 0.661 -2.060 4.155 -0.02 0.01 -0.02 -0.6983
Cl -0.656 -1.978 5.269 0.00 -0.02 -0.04 0.6813
C 0.698 -1.193 3.062 0.00 0.00 0.05 -0.5766
Cl -0.626 -0.104 2.840 0.05 0.06 -0.02 0.7293
C 1.785 -1.191 2.162 -0.03 0.02 -0.04 -0.4384
O 1.949 -0.439 1.112 0.09 -0.01 0.06 -0.3293
C 2.798 -2.149 2.420 -0.01 -0.04 0.02 -0.5891
Cl 4.133 -2.200 1.328 0.01 -0.02 0.00 0.7363
C 2.743 -3.030 3.485 -0.02 0.01 0.00 -0.7050
Cl 4.002 -4.178 3.726 0.00 0.00 0.00 0.6812
C 4.096 -0.281 -1.536 -0.04 0.05 0.03 -0.0553
O 3.839 0.855 -2.381 0.10 -0.08 -0.03 -0.1045
C 2.555 0.995 -2.825 -0.01 0.00 -0.01 -0.2499
C 1.911 0.059 -3.611 0.02 -0.01 0.00 -0.0112
C 0.637 0.332 -4.092 -0.01 -0.01 -0.02 -0.0743
C 0.026 1.545 -3.817 0.01 0.02 0.01 -0.0660
C 0.667 2.489 -3.027 -0.03 0.03 -0.04 -0.0092
C 1.915 2.197 -2.509 0.06 0.02 0.02 -0.1643
N 2.690 3.077 -1.714 -0.02 -0.21 -0.22 0.1512
C 2.398 4.111 -0.983 0.01 0.19 0.15 -0.0211
C 1.159 4.680 -0.597 -0.08 -0.04 0.10 -0.1684
C 1.192 6.074 -0.320 0.08 -0.05 -0.02 -0.0400
C 0.067 6.758 0.025 -0.11 0.00 0.02 -0.0818
C -1.144 6.045 0.150 0.02 0.11 0.03 -0.0555
C -1.196 4.693 -0.030 0.05 -0.10 0.00 0.0033
C -0.037 3.942 -0.358 -0.03 0.14 -0.13 -0.3795
O -0.139 2.660 -0.458 0.08 -0.10 0.10 -0.2522
H 3.832 -1.210 -2.045 -0.02 0.00 0.01 0.0864
H 3.547 -0.187 -0.599 -0.03 -0.04 -0.04 0.0421
H 5.164 -0.278 -1.342 0.02 0.02 0.00 0.0948
H 2.408 -0.870 -3.857 0.01 0.01 0.01 0.1235
H 0.132 -0.403 -4.705 0.00 0.00 0.00 0.1087
H -0.954 1.765 -4.217 0.00 0.00 -0.01 0.1079
H 0.197 3.440 -2.824 0.02 0.00 -0.02 0.1198
H 3.666 2.799 -1.716 -0.01 -0.03 0.00 0.1648
H 3.284 4.637 -0.640 0.00 0.03 -0.01 0.1487
H 2.138 6.595 -0.422 -0.02 0.00 0.01 0.1164
H 0.099 7.823 0.210 0.00 -0.01 0.00 0.1031
H -2.045 6.578 0.432 0.00 -0.01 -0.01 0.1101
H -2.112 4.139 0.124 0.00 0.02 0.00 0.1165
O 0.457 3.349 2.861 -0.02 0.00 -0.02 -0.5613
S 1.851 3.279 2.430 0.11 0.07 0.06 0.7134
N 2.255 2.389 1.303 -0.19 -0.12 0.03 -0.5578
C -2.496 0.850 -0.027 -0.03 -0.07 0.09 -0.0116
C -1.598 -0.211 -0.553 0.00 -0.02 0.02 -0.3347
N -0.279 -0.209 -0.513 -0.01 0.00 -0.10 -0.0597
C 0.161 -1.394 -1.062 0.00 0.03 0.03 -0.0942
C -0.909 -2.124 -1.448 -0.02 0.01 -0.03 -0.0230
N -2.019 -1.367 -1.124 -0.02 0.00 -0.01 -0.0020
C -3.394 -1.808 -1.264 0.01 -0.01 0.01 -0.0602
N -3.538 -3.158 -0.805 0.04 0.07 0.02 -0.0746
N -3.913 -4.131 -1.675 0.01 -0.04 0.09 0.0509
N -3.891 -5.258 -1.080 0.01 0.02 -0.01 0.0711
C -3.469 -5.061 0.221 -0.02 -0.06 -0.01 -0.2306
C -3.253 -5.977 1.256 -0.01 -0.01 -0.01 -0.0113
C -2.784 -5.474 2.446 0.00 0.00 0.02 -0.0730
C -2.528 -4.096 2.617 -0.01 0.01 0.00 -0.0641
C -2.741 -3.181 1.612 -0.01 0.01 -0.01 0.0031
C -3.229 -3.703 0.408 0.02 0.03 -0.05 -0.1701
H -1.888 1.599 0.474 -0.03 -0.04 -0.01 0.0507
H -3.207 0.435 0.690 -0.02 -0.01 0.00 0.0835
H -3.052 1.342 -0.827 0.02 -0.03 -0.01 0.0973
H 1.210 -1.626 -1.112 0.00 -0.01 0.02 0.1089
H -0.995 -3.099 -1.898 0.00 0.03 0.02 0.1288
H -3.713 -1.802 -2.304 0.00 0.00 -0.04 0.1407
H -4.025 -1.132 -0.690 -0.01 0.03 0.02 0.1332
H -3.442 -7.032 1.111 0.00 0.02 0.00 0.1144
H -2.597 -6.143 3.275 0.00 0.01 -0.01 0.1056
H -2.148 -3.748 3.569 0.01 0.01 0.01 0.0745
H -2.520 -2.130 1.754 -0.01 -0.02 -0.01 0.0848

73
Properties=species:S:1:pos:R:3:forces:R:3:lowdin_charge:R:1 method="wB97M-V/def2-TZVPD" lumo_energy_ev="-1.1680 / -0.2069" multiplicity=2 s_squared=1.070 total_energy_ha=-4364.2539 relative_energy_kj_mol=0.0 gap_ev="6.9 / 7.8"
V 1.318 0.745 0.759 0.00 -0.38 -0.10 1.0510
C -4.421 -1.801 -1.485 0.00 0.01 -0.02 -0.0414
C -3.374 -1.009 -0.751 0.03 0.04 0.04 -0.2385
C -3.705 -0.224 0.350 0.04 -0.02 -0.06 0.0392
C -2.755 0.497 1.067 0.08 0.07 0.03 -0.0623
C -3.218 1.319 2.234 0.06 0.02 -0.05 -0.2923
O -4.265 1.926 2.160 -0.03 -0.01 0.01 0.1078
C -2.391 1.365 3.477 0.01 -0.02 0.02 -0.1491
C -1.552 0.317 3.842 -0.03 0.02 -0.02 -0.0304
C -0.816 0.389 5.013 0.01 0.00 0.01 -0.0716
C -0.905 1.517 5.818 0.00 0.00 -0.01 -0.0797
C -1.745 2.563 5.462 0.00 -0.01 0.01 -0.0748
C -2.496 2.482 4.300 0.00 0.01 -0.01 -0.0127
C -1.424 0.466 0.637 -0.24 -0.13 -0.05 -0.2628
O -0.440 1.133 1.259 0.37 -0.06 -0.04 -0.1638
C -1.082 -0.296 -0.491 0.02 0.06 0.08 -0.1174
C -2.043 -1.040 -1.159 -0.02 -0.01 0.01 0.0299
C 0.366 -0.241 -0.833 -0.23 -0.02 0.00 -0.3075
N 0.973 0.929 -1.138 0.09 0.05 0.21 -0.0751
C 0.249 2.105 -1.608 0.03 0.08 -0.02 -0.2889
C -0.516 1.897 -2.910 0.06 -0.06 0.05 -0.4682
Te 0.585 0.978 -4.517 -0.04 -0.04 0.05 1.2752
C -0.584 -0.786 -4.514 0.07 0.07 -0.03 -0.5724
C -1.947 -0.715 -4.792 -0.01 -0.01 0.01 -0.1519
C -2.724 -1.865 -4.773 -0.01 0.02 -0.01 -0.1024
C -2.145 -3.094 -4.491 -0.01 -0.01 0.00 -0.0925
C -0.785 -3.172 -4.236 0.01 -0.01 0.00 -0.0843
C -0.005 -2.022 -4.247 -0.08 0.02 0.00 -0.1532
C 1.167 -1.481 -0.909 -0.03 0.07 0.07 -0.1873
C 2.367 -1.509 -1.628 0.01 0.01 -0.04 -0.0553
C 3.122 -2.665 -1.672 0.00 0.00 -0.01 -0.0641
C 2.698 -3.806 -0.999 -0.02 0.00 0.01 -0.0716
C 1.515 -3.784 -0.275 0.02 0.00 0.00 -0.0676
C 0.752 -2.628 -0.225 -0.01 -0.01 0.01 -0.0114
H -5.393 -1.697 -1.006 -0.02 -0.01 0.00 0.0764
H -4.165 -2.861 -1.511 0.00 -0.01 -0.01 0.0833
H -4.512 -1.463 -2.519 -0.01 -0.01 0.02 0.0671
H -4.735 -0.167 0.681 -0.01 0.00 0.01 0.1272
H -1.478 -0.558 3.208 0.00 0.00 -0.01 0.1203
H -0.164 -0.427 5.293 0.01 -0.01 0.01 0.1077
H -0.314 1.580 6.722 0.01 0.00 0.02 0.1062
H -1.815 3.440 6.090 0.00 0.01 0.01 0.1044
H -3.164 3.282 4.010 0.00 0.00 -0.01 0.1184
H -1.750 -1.646 -2.010 0.01 -0.02 -0.02 0.1134
H 1.001 2.887 -1.731 -0.05 0.00 -0.01 0.1156
H -0.465 2.456 -0.849 0.02 0.01 -0.05 0.1195
H -0.888 2.856 -3.263 0.00 0.01 -0.02 0.0467
H -1.370 1.239 -2.757 -0.03 0.00 -0.01 0.0382
H -2.401 0.237 -5.032 -0.01 0.02 0.00 0.0985
H -3.782 -1.800 -4.993 -0.01 0.00 0.00 0.1046
H -2.752 -3.990 -4.479 -0.01 -0.02 0.00 0.1048
H -0.323 -4.127 -4.021 0.01 -0.01 0.00 0.1062
H 1.051 -2.091 -4.038 0.12 0.00 0.05 0.0812
H 2.679 -0.615 -2.152 -0.01 0.00 0.00 0.1041
H 4.045 -2.682 -2.237 0.01 0.00 -0.01 0.1096
H 3.292 -4.709 -1.038 0.01 -0.01 0.00 0.1044
H 1.186 -4.668 0.255 -0.01 -0.01 0.01 0.1058
H -0.175 -2.610 0.334 -0.01 0.00 -0.01 0.1213
F 5.846 0.909 -0.927 -0.06 0.02 0.05 0.1596
C 5.847 1.220 0.365 0.13 -0.06 -0.07 -0.6849
F 6.524 2.342 0.549 -0.07 0.00 0.02 0.1689
F 6.411 0.239 1.053 -0.07 0.03 0.00 0.1676
S 4.096 1.449 0.888 0.04 0.00 -0.05 0.6364
O 3.444 0.156 0.632 -0.15 0.17 0.07 -0.3343
O 3.518 2.524 0.132 0.14 0.12 -0.09 -0.2533
N 4.294 1.749 2.414 -0.04 0.06 -0.02 -0.2641
S 3.023 1.745 3.341 0.06 0.05 0.16 0.6404
O 1.979 0.853 2.829 -0.15 -0.03 -0.21 -0.3520
O 3.378 1.640 4.709 -0.04 0.00 -0.01 -0.2179
C 2.223 3.407 3.127 -0.07 0.11 0.06 -0.6607
F 1.542 3.430 1.970 0.06 -0.05 -0.01 0.1242
F 1.367 3.607 4.118 0.07 -0.05 -0.02 0.1663
F 3.126 4.374 3.113 0.00 -0.05 0.01 0.1663

66
Properties=species:S:1:pos:R:3:forces:R:3:lowdin_charge:R:1 method="wB97M-V/def2-TZVPD" charge=+2 lumo_energy_ev="-6.1062 / -8.2464" multiplicity=5 s_squared=6.079 total_energy_ha=-2639.3383 relative_energy_kj_mol=41.9 gap_ev="8.0 / 6.2"
Pd -0.830 0.136 -1.147 1.08 0.02 -1.31 1.0758
O -2.608 0.682 -2.615 -0.44 0.11 0.09 -0.3423
S -3.180 1.582 -1.612 -0.59 0.24 -0.40 0.6598
O -3.981 2.681 -2.022 0.11 0.13 0.12 -0.2151
N -1.780 2.026 -0.868 0.22 -0.64 0.10 -0.1230
C -1.161 3.124 -0.507 -0.20 0.23 -0.01 -0.2095
C -1.796 4.291 -0.010 0.01 -0.04 -0.14 0.0636
C -1.031 5.357 0.418 0.16 0.03 -0.01 -0.0108
C 0.354 5.324 0.306 -0.07 0.02 -0.01 0.0630
C 1.027 4.208 -0.280 0.04 0.23 0.14 -0.1327
C 2.407 4.198 -0.550 0.12 0.07 -0.01 0.0358
C 2.952 3.120 -1.198 0.00 0.03 -0.03 -0.0096
C 2.118 2.050 -1.551 0.03 -0.12 0.07 -0.0892
N 0.827 2.017 -1.276 -0.11 -0.19 0.27 0.0884
C 0.289 3.089 -0.656 -0.28 -0.09 -0.09 -0.1576
C -3.945 0.613 -0.386 -0.04 0.15 0.16 -0.3072
C -4.659 1.272 0.610 0.01 -0.07 -0.06 -0.0347
C -5.176 0.523 1.653 -0.02 0.03 0.03 -0.0307
C -4.972 -0.851 1.691 0.00 -0.03 0.03 -0.0272
C -4.274 -1.494 0.677 -0.02 -0.08 0.07 -0.0429
C -3.754 -0.764 -0.377 -0.09 0.05 0.06 -0.0794
H -2.876 4.313 0.057 0.02 -0.02 -0.03 0.1289
H -1.516 6.228 0.838 0.02 0.00 0.01 0.1309
H 0.941 6.169 0.644 0.00 -0.02 -0.04 0.1370
H 3.016 5.052 -0.278 0.00 -0.02 0.02 0.1373
H 4.002 3.090 -1.450 -0.01 -0.02 -0.01 0.1246
H 2.522 1.191 -2.073 0.02 -0.02 0.03 0.1261
H -4.825 2.341 0.554 0.02 -0.04 0.01 0.1218
H -5.741 1.011 2.436 0.00 -0.02 -0.01 0.1234
H -5.372 -1.428 2.513 -0.01 0.01 -0.01 0.1228
H -4.147 -2.568 0.703 -0.02 0.01 0.01 0.1201
H -3.264 -1.256 -1.205 0.09 -0.04 -0.09 0.0990
C 5.655 -0.231 3.487 -0.09 0.01 -0.04 -0.0261
C 4.250 -0.408 2.979 0.15 0.03 0.05 -0.2332
C 3.522 -1.555 3.291 0.04 -0.05 0.05 -0.0059
C 2.217 -1.714 2.861 0.05 0.06 -0.01 -0.0361
C 1.639 -0.703 2.100 0.23 0.00 -0.01 -0.3016
C 2.337 0.462 1.776 -0.01 -0.17 0.07 -0.0425
C 3.639 0.593 2.218 0.02 0.05 -0.01 -0.0152
S 0.016 -0.912 1.553 -0.20 0.13 0.31 0.6548
O -0.646 -1.929 2.304 0.03 -0.13 -0.14 -0.2459
O -0.604 0.380 1.371 0.08 -0.04 0.28 -0.3272
N 0.140 -1.396 -0.066 -0.36 0.21 0.47 -0.1101
C 0.176 -2.624 -0.540 0.16 -0.06 -0.05 -0.2207
C 0.473 -3.817 0.177 -0.02 0.16 -0.05 0.0540
C 0.513 -5.024 -0.491 -0.02 -0.03 -0.17 -0.0113
C 0.272 -5.098 -1.858 0.02 -0.04 0.07 0.0615
C -0.051 -3.933 -2.616 0.03 -0.28 -0.04 -0.1311
C -0.340 -3.957 -3.994 0.00 -0.13 -0.06 0.0450
C -0.675 -2.791 -4.629 0.00 0.07 -0.04 0.0063
C -0.733 -1.605 -3.885 -0.02 0.12 0.02 -0.0615
N -0.454 -1.564 -2.593 -0.10 0.09 0.22 0.0436
C -0.111 -2.707 -1.965 0.09 0.02 0.14 -0.1538
H 6.121 -1.187 3.719 -0.03 0.01 -0.02 0.0871
H 5.647 0.363 4.404 -0.01 -0.01 -0.02 0.1003
H 6.276 0.294 2.762 -0.02 -0.01 0.01 0.0875
H 3.981 -2.330 3.893 0.00 0.02 -0.01 0.1287
H 1.645 -2.591 3.136 0.02 0.05 -0.01 0.1170
H 1.854 1.247 1.209 0.00 -0.03 0.02 0.0937
H 4.195 1.495 1.988 -0.02 -0.04 0.01 0.1223
H 0.657 -3.769 1.240 -0.01 0.03 -0.03 0.1115
H 0.738 -5.927 0.060 0.01 0.00 -0.02 0.1306
H 0.319 -6.054 -2.365 0.00 0.04 0.01 0.1376
H -0.304 -4.894 -4.536 0.01 0.02 0.02 0.1397
H -0.906 -2.770 -5.684 0.00 0.02 0.03 0.1292
H -1.025 -0.670 -4.346 -0.02 -0.01 0.02 0.1257